DFT (ωB97M-V/def2-TZVPD) results for Cl2O8Sr2 as an isolated structure in a non-equilibrium geometry.

Each line ends with the Mulliken charge.
CARTESIAN COORDINATES (ANGSTROEM)
Sr (4.029, -1.244, -2.860)  1.45
Sr (2.621, 3.059, -3.461)  1.49
Cl (1.029, 0.307, -1.170)  1.40
O (0.863, 1.335, -2.291)  -0.61
O (0.425, 0.880, 0.030)  -0.50
O (0.240, -0.819, -1.587)  -0.47
O (2.481, 0.094, -0.838)  -0.61
Cl (-2.215, -0.759, 2.400)  1.64
O (-2.030, -0.189, 1.060)  -0.43
O (-2.426, -2.133, 2.607)  -0.46
O (-1.452, -0.297, 3.450)  -0.48
O (-3.564, -0.235, 2.660)  -0.40

Computed properties:
Frontier orbital gap: 1.6 eV
Charge: +2
LUMO energy: -10.882 eV
Molar mass: 374.1 g/mol
Relative energy (zero: lowest compared OMol25 entry of this formula, charge and spin): 0.000 eV